Record 1
# C27H39N4ORu

A molecular structure, C27H39N4ORu (the ωB97M-V functional and the def2-TZVPD basis, the Open Molecules 2025 dataset).

Strongest force on any atom in eV Å⁻¹: 0.53
E_HOMO (alpha / beta) in eV: -10.16 / -10.22
⟨S²⟩: 6.02
Energy above the lowest of the compared OMol25 structures with the same formula, charge and spin in kJ/mol: 0.0
Gap between HOMO and LUMO (alpha / beta) in Eh: 0.2762 / 0.2348

Structure (ORCA input):
```
! wB97M-V def2-TZVPD RIJCOSX def2/J DEFGRID3
* xyz 1 5
Ru 0.05 0.00 0.81
C -2.12 2.93 -1.06
C -0.68 2.92 -0.54
C -0.39 4.16 0.31
C 0.31 2.70 -1.66
C 0.84 3.78 -2.35
C 1.73 3.58 -3.39
C 2.15 2.29 -3.70
C 1.66 1.18 -3.01
C 2.32 -0.16 -3.36
C 1.69 -0.88 -4.56
C 2.56 -1.12 -2.19
C 0.69 1.40 -2.03
N 0.08 0.31 -1.34
C -0.55 -0.62 -1.99
C -0.95 -1.78 -1.30
C -1.60 -2.95 -1.71
C -1.58 -3.80 -0.61
C -0.93 -3.13 0.43
N -0.56 -1.90 0.02
C -0.68 -3.62 1.84
C 0.68 -3.13 2.33
C -0.71 -5.15 1.88
C -1.77 -3.07 2.77
H -2.83 3.05 -0.24
H -2.35 2.00 -1.58
H -2.27 3.75 -1.76
H -0.61 2.06 0.14
H -0.60 5.08 -0.24
H 0.66 4.19 0.62
H -1.02 4.16 1.20
H 0.55 4.78 -2.09
H 2.13 4.42 -3.94
H 2.89 2.14 -4.47
H 3.32 0.15 -3.70
H 0.71 -1.28 -4.32
H 2.31 -1.72 -4.86
H 1.58 -0.21 -5.41
H 1.72 -1.80 -2.01
H 2.76 -0.59 -1.26
H 3.43 -1.75 -2.41
H -0.73 -0.51 -3.05
H -2.00 -3.14 -2.69
H -1.98 -4.81 -0.57
H 1.49 -3.49 1.68
H 0.86 -3.49 3.34
H 0.74 -2.04 2.36
H 0.01 -5.58 1.19
H -1.70 -5.54 1.63
H -0.46 -5.49 2.88
H -1.75 -1.98 2.81
H -1.62 -3.46 3.78
H -2.76 -3.38 2.43
C 2.23 2.33 3.75
O 1.22 1.68 2.92
C 1.53 0.88 1.94
C 2.98 0.64 1.68
H 2.77 3.06 3.15
H 2.90 1.59 4.17
H 1.66 2.83 4.53
H 3.37 0.01 2.49
H 3.56 1.56 1.66
H 3.11 0.10 0.75
N -3.75 1.14 2.70
C -4.24 0.34 1.70
C -3.16 -0.08 0.99
N -2.02 0.46 1.56
C -2.41 1.19 2.58
H -4.29 1.61 3.41
H -5.29 0.14 1.58
H -3.11 -0.73 0.14
H -1.77 1.76 3.24
*
```

***

Record 2
# C35H53Cl2N5O

5 unconnected molecules or ions with the total composition C35H53Cl2N5O (the ωB97M-V functional and the def2-TZVPD basis, the Open Molecules 2025 dataset).

Strongest force on any atom in eV Å⁻¹: 5.93
E_HOMO (alpha / beta) in eV: -13.07 / -14.26
⟨S²⟩: 0.77
Gap between HOMO and LUMO (alpha / beta) in Eh: 0.1326 / 0.1782

Structure (ORCA input):
```
! wB97M-V def2-TZVPD RIJCOSX def2/J DEFGRID3
* xyz 3 2
C 2.22 2.24 -2.84
N 0.74 2.06 -2.68
C 0.22 1.69 -1.50
C -1.15 1.45 -1.35
C -2.02 1.59 -2.34
C -1.49 2.10 -3.57
C -0.14 2.33 -3.68
C -3.47 1.35 -2.16
C -4.17 1.32 -0.95
C -5.59 1.19 -0.86
N -6.33 1.23 -1.97
C -5.74 1.22 -3.23
C -4.30 1.22 -3.32
C -7.82 1.17 -1.87
H 2.64 2.46 -1.85
H 2.40 3.08 -3.51
H 2.52 1.23 -3.09
H 0.88 1.64 -0.65
H -1.47 1.01 -0.42
H -2.12 2.48 -4.37
H 0.16 2.79 -4.60
H -3.56 1.32 -0.06
H -6.21 1.05 0.01
H -6.37 0.99 -4.08
H -3.89 1.22 -4.32
H -8.04 1.74 -0.97
H -8.02 0.14 -1.56
H -8.34 1.50 -2.76
C 3.39 -2.01 -1.79
N 1.95 -2.13 -1.77
C 1.28 -1.87 -0.65
C -0.12 -2.11 -0.63
C -0.80 -2.51 -1.75
C -0.10 -2.70 -2.93
C 1.33 -2.60 -2.97
C -2.31 -2.57 -1.81
C -2.99 -2.46 -3.00
C -4.35 -2.40 -3.07
N -4.97 -2.51 -1.94
C -4.43 -2.61 -0.68
C -3.01 -2.62 -0.54
C -6.48 -2.43 -1.90
H 3.72 -1.85 -0.76
H 3.66 -1.03 -2.18
H 3.91 -2.79 -2.35
H 1.81 -1.40 0.16
H -0.73 -1.71 0.17
H -0.50 -3.11 -3.85
H 2.01 -2.80 -3.78
H -2.44 -2.26 -3.91
H -4.91 -2.49 -3.99
H -5.00 -2.62 0.24
H -2.53 -2.70 0.42
H -6.73 -1.41 -1.61
H -6.99 -3.21 -1.33
H -6.82 -2.44 -2.93
C 2.23 -2.98 5.16
C 1.06 -2.66 4.16
C 1.30 -1.30 3.40
C 0.94 -0.03 4.29
N 1.73 1.22 3.80
C 1.65 2.32 4.89
C 3.17 2.67 5.19
C 4.07 2.21 4.01
C 3.31 0.93 3.62
C 1.09 1.74 2.46
H 3.17 -3.08 4.61
H 2.08 -3.89 5.73
H 2.44 -2.11 5.78
H 0.22 -2.72 4.85
H 0.93 -3.50 3.48
H 0.59 -1.20 2.58
H 2.20 -1.29 2.79
H 1.00 -0.31 5.34
H -0.13 0.14 4.23
H 1.20 3.21 4.46
H 1.11 1.88 5.73
H 3.44 3.72 5.18
H 3.62 2.25 6.09
H 3.99 2.82 3.12
H 5.09 2.08 4.36
H 3.45 0.91 2.54
H 3.62 -0.03 4.04
H 1.79 2.51 2.13
H 0.02 1.94 2.56
H 1.08 0.89 1.77
O 2.90 0.93 0.29
H 3.86 1.08 0.16
Cl 8.22 -0.17 -0.64
C 6.56 0.48 -0.96
C 6.49 2.09 -1.01
Cl 7.10 2.78 0.52
H 5.97 0.02 -0.17
H 6.22 0.12 -1.93
H 5.51 2.52 -1.18
H 7.26 2.35 -1.74
*
```

***

Record 3
# C5H12NO

A gas-phase ion, C5H12NO (charge -2) (the ωB97M-V functional and the def2-TZVPD basis, the Open Molecules 2025 dataset).

Strongest force on any atom in eV Å⁻¹: 4.62
E_HOMO (alpha / beta) in eV: 4.28 / 0.75
⟨S²⟩: 0.75
Energy above the lowest of the compared OMol25 structures with the same formula, charge and spin in kJ/mol: 171.0
Gap between HOMO and LUMO (alpha / beta) in Eh: 0.1035 / 0.2378

Structure (ORCA input):
```
! wB97M-V def2-TZVPD RIJCOSX def2/J DEFGRID3
* xyz -2 2
C 0.25 1.63 1.12
O 1.44 1.99 1.46
C 0.33 0.17 0.81
C 0.58 -0.20 -0.65
C -0.67 0.31 -1.38
C 0.68 -1.77 -0.81
N -0.97 -0.50 1.32
H -0.44 1.92 2.02
H -0.14 2.24 0.28
H 1.12 -0.48 1.39
H 1.40 0.24 -1.22
H -0.54 0.34 -2.57
H -1.57 -0.22 -1.15
H -0.70 1.41 -1.10
H 1.75 -2.08 -0.69
H 0.39 -2.05 -1.86
H 0.03 -2.26 -0.03
H -1.81 -0.34 0.79
H -1.13 -0.35 2.27
*
```

***

Record 4
# C3H9NO3

2 unconnected molecules or ions with the total composition C3H9NO3 (the ωB97M-V functional and the def2-TZVPD basis, the Open Molecules 2025 dataset).

Strongest force on any atom in eV Å⁻¹: 4.36
E_HOMO in eV: -8.63
SMILES string: CNCC(=O)O.O
Energy above the lowest of the compared OMol25 structures with the same formula, charge and spin in kJ/mol: 237.6
Gap between HOMO and LUMO in Eh: 0.3429

Structure (ORCA input):
```
! wB97M-V def2-TZVPD RIJCOSX def2/J DEFGRID3
* xyz 0 1
C -2.61 2.01 1.01
N -1.47 2.07 -0.15
C -0.21 1.56 0.36
C -0.03 0.38 -0.63
O -0.94 -0.17 -1.23
O 1.26 0.31 -0.99
H -3.60 2.00 0.61
H -2.44 2.93 1.47
H -2.40 1.27 1.75
H -1.57 1.58 -1.05
H -0.31 1.19 1.41
H 0.55 2.38 0.29
H 1.22 -0.30 -1.75
O 3.25 -4.97 1.21
H 4.14 -4.74 0.89
H 3.27 -5.95 1.07
*
```

***

> Number 3 is which compound?

C5H12NO

***

> Among the records above, which one has the lowest strongest force on any atom?

C27H39N4ORu

***

> Among the records above, which one has the lowest strongest force on any atom?

C27H39N4ORu

***

> The highest strongest force on any atom belongs to which entry?

C35H53Cl2N5O